The following is a DFT calculation (ωB97M-V/def2-TZVPD) of 6 unconnected molecules or ions with the total composition C46H43F5IN3O3.

```
101
Properties=species:S:1:pos:R:3:forces:R:3
C -6.184290 -2.352118 -1.074676 -0.1 0.3 0.4
C -4.998239 -1.430325 -0.882871 0.3 -0.1 -0.1
C -3.747736 -1.839946 -1.667653 -0.4 0.6 0.0
C -2.564776 -0.954714 -1.292165 -0.2 -0.1 -0.3
O -1.557556 -1.689742 -0.579017 0.0 0.1 -0.1
C -1.492528 -1.426062 0.740185 -0.1 -0.3 -0.1
C -1.693208 -2.418083 1.659557 0.0 -0.3 0.1
I -2.053768 -4.375374 1.056464 -0.1 0.0 -0.1
C -1.630463 -2.154059 3.037335 0.2 0.3 0.1
C -1.353150 -0.898211 3.486820 -0.2 -0.2 0.4
C -1.143613 0.146621 2.584293 0.0 0.1 -0.1
N -0.895271 1.406081 3.055012 -0.3 -0.3 -0.5
C -0.739564 2.319062 2.150245 0.1 0.6 0.3
N -0.547052 3.683653 2.577890 0.0 -0.3 0.3
C 0.831585 4.011976 2.839611 0.2 0.0 0.2
C 1.653306 4.222177 1.603897 -0.5 -0.3 -0.1
O 1.264741 4.160474 3.945759 0.0 0.3 0.1
C -1.456970 4.056400 3.669772 -0.1 0.0 0.2
C -2.579947 4.948165 3.221478 0.4 0.1 -0.4
O -1.316692 3.705986 4.797668 0.1 -0.1 0.1
C -0.762827 2.053569 0.764324 -0.1 -0.1 -0.4
N -0.978278 0.864762 0.291767 0.1 -0.1 0.0
C -1.198355 -0.120954 1.202977 0.1 0.4 0.0
H -7.057325 -1.929601 -0.582968 -0.2 0.0 0.1
H -5.995613 -3.324480 -0.629223 0.0 -0.2 -0.1
H -6.435543 -2.448087 -2.122142 0.0 -0.2 -0.3
H -4.729937 -1.343418 0.171126 -0.1 -0.1 0.2
H -5.265268 -0.424441 -1.205124 -0.1 0.2 0.0
H -3.959627 -1.668354 -2.720769 0.0 -0.3 -0.2
H -3.517809 -2.890643 -1.525499 0.2 -0.2 0.0
H -2.921541 -0.126849 -0.687166 0.0 0.1 0.1
H -2.095593 -0.515267 -2.165718 0.2 -0.1 -0.1
H -1.789369 -2.936486 3.758156 0.0 -0.2 0.0
H -1.288008 -0.695101 4.540953 0.0 0.1 0.1
H 1.576221 3.334099 0.981530 0.2 -0.1 -0.2
H 1.204448 5.033726 1.039203 0.1 0.2 -0.1
H 2.674611 4.442670 1.874345 0.2 0.0 0.0
H -3.493164 4.368405 3.135298 -0.2 0.0 0.2
H -2.357835 5.379447 2.252794 0.0 0.0 -0.2
H -2.684493 5.748381 3.943405 -0.3 0.0 0.2
H -0.633185 2.852080 0.049916 0.0 0.2 0.0
F -1.471940 4.104183 -1.944434 0.0 0.0 0.0
C -0.375814 4.759599 -2.380896 0.1 0.1 -0.1
C 0.852083 4.137225 -2.286363 0.1 -0.2 0.1
C 1.977351 4.811502 -2.738509 0.0 0.1 0.0
C 1.858459 6.088940 -3.269037 0.1 0.0 0.0
C 0.611689 6.695751 -3.348035 0.1 -0.1 0.0
C -0.520199 6.028814 -2.903291 -0.1 0.1 0.0
H 0.927205 3.141838 -1.866853 -0.1 0.0 0.0
H 2.946919 4.335600 -2.677756 0.0 0.0 0.0
H 2.737409 6.610189 -3.623560 0.0 0.0 0.0
H 0.519323 7.690214 -3.761324 0.0 0.0 0.0
H -1.502385 6.477583 -2.962989 0.0 0.0 0.0
F 1.005603 -1.251230 5.168855 0.2 -0.1 0.1
C 2.134798 -0.648436 4.721979 -0.1 0.1 0.0
C 3.339127 -1.314279 4.816347 0.0 -0.1 0.1
C 4.481639 -0.673086 4.361136 -0.1 0.2 -0.1
C 4.400446 0.609528 3.832693 0.0 0.0 0.0
C 3.174209 1.255795 3.749993 0.0 -0.2 0.0
C 2.020730 0.620957 4.190716 0.0 0.0 0.1
H 3.378248 -2.308926 5.241371 0.0 0.0 0.0
H 5.432519 -1.174074 4.419263 0.1 0.0 0.0
H 5.297519 1.105712 3.486675 0.0 0.0 0.0
H 3.114535 2.256389 3.345853 0.0 0.1 0.0
H 1.042365 1.082537 4.141598 0.2 0.1 0.1
F -0.205653 6.551773 -6.502155 0.0 0.0 0.0
C -0.318634 5.253187 -6.855982 0.0 -0.1 0.0
C -1.232974 4.907742 -7.830015 -0.1 0.1 -0.1
C -1.342352 3.573018 -8.193088 0.0 0.0 0.0
C -0.550563 2.611659 -7.580338 0.0 0.0 0.0
C 0.358660 2.986823 -6.600674 -0.1 0.0 -0.1
C 0.482538 4.318547 -6.233130 0.1 0.0 0.1
H -1.843508 5.672529 -8.290566 0.0 0.0 0.0
H -2.049854 3.284561 -8.958596 0.0 0.0 0.0
H -0.642738 1.572563 -7.865582 0.0 0.0 0.0
H 0.974617 2.240609 -6.117017 0.0 0.0 0.0
H 1.188196 4.631579 -5.475783 0.0 0.0 0.0
F 6.397323 -2.799496 5.558302 0.1 -0.1 0.1
C 6.278414 -4.115532 5.842316 0.0 -0.1 0.0
C 6.541593 -4.544645 7.126462 0.0 0.1 0.1
C 6.411162 -5.895982 7.411010 0.0 0.0 -0.1
C 6.029913 -6.788307 6.418388 0.0 0.0 0.0
C 5.773579 -6.327946 5.134413 0.0 0.0 0.1
C 5.893911 -4.978216 4.836842 0.0 0.0 -0.1
H 6.841514 -3.831172 7.881764 0.0 0.0 0.0
H 6.607803 -6.251639 8.413195 0.0 0.0 0.0
H 5.932090 -7.840929 6.645907 0.0 0.0 0.0
H 5.478576 -7.020966 4.358375 0.0 0.0 0.0
H 5.692787 -4.595056 3.845409 0.0 0.0 0.0
F -4.514985 -4.359665 -4.420589 -0.1 0.1 0.0
C -3.595408 -5.342580 -4.371921 0.1 -0.1 0.0
C -3.360617 -5.986131 -3.172784 -0.1 0.0 0.1
C -2.413836 -6.999529 -3.140236 0.0 0.0 -0.1
C -1.716180 -7.346708 -4.288618 0.0 0.0 0.0
C -1.970125 -6.681420 -5.479295 0.0 0.0 0.0
C -2.920056 -5.672001 -5.529395 0.0 0.0 -0.1
H -3.909829 -5.697321 -2.286301 0.0 0.0 0.0
H -2.221150 -7.519549 -2.211644 0.0 0.0 0.0
H -0.976819 -8.135153 -4.255296 0.0 0.0 0.0
H -1.426738 -6.947825 -6.375692 0.0 0.0 0.0
H -3.138814 -5.144569 -6.447907 0.0 0.0 0.0
```
Forces are in eV/Å.

The HOMO-LUMO gap is 0.2992 Eh. The HOMO energy comes out at -8.6007 eV. As for the total energy: -80699.7175 eV. As for the SMILES: CCCCOc1c(I)ccc2nc(N(C(C)=O)C(C)=O)cnc12.Fc1ccccc1.Fc1ccccc1.Fc1ccccc1.Fc1ccccc1.Fc1ccccc1.

The following is a DFT calculation (ωB97M-V/def2-TZVPD) of a molecular structure, C46H43F5N10O2S3TeTi in a non-equilibrium geometry.

```
111
Properties=species:S:1:pos:R:3:forces:R:3
Ti -1.061241 1.256897 0.946700 1.5 -2.2 -0.7
N 0.449959 1.420028 -0.050599 0.7 0.6 -0.6
S 1.783768 1.549089 -0.681949 0.2 -0.4 -0.3
N 2.523978 0.074069 -0.812882 0.2 0.4 0.2
S 1.758327 -1.000416 -1.670920 -0.3 -0.3 0.0
N 0.228892 -1.161607 -1.471412 -0.1 -0.2 -0.3
S -0.650527 -1.626527 -0.146421 0.8 -0.6 -0.3
N -0.784357 -0.642048 0.962585 -0.2 -0.9 0.0
C 0.167742 -3.111603 0.449430 -0.4 0.2 0.1
C 0.686075 -3.095540 1.731823 -0.2 0.3 0.1
C 1.302711 -4.231582 2.227583 0.0 0.0 -0.1
C 1.383125 -5.367702 1.437683 0.0 0.1 0.1
C 0.847661 -5.374399 0.158981 -0.1 0.1 -0.1
C 0.232883 -4.241620 -0.346943 -0.1 -0.1 0.0
C -2.136682 -2.227612 -0.973438 0.4 -0.1 0.0
C -2.547566 -1.685928 -2.180835 0.1 0.1 -0.2
C -3.720509 -2.139941 -2.760846 0.2 0.1 0.1
C -4.465514 -3.129735 -2.137754 0.0 0.0 0.1
C -4.037302 -3.679577 -0.939620 0.1 0.1 0.0
C -2.866092 -3.228045 -0.347929 0.2 0.0 0.1
C 2.654831 -2.533288 -1.438945 0.2 0.3 -0.1
C 2.458927 -3.522266 -2.392007 -0.1 0.1 -0.2
C 3.112012 -4.734435 -2.250710 0.0 0.1 0.0
C 3.948257 -4.947256 -1.164361 0.0 0.1 0.0
C 4.142319 -3.947002 -0.223600 -0.1 0.0 0.0
C 3.495032 -2.729033 -0.358204 -0.1 0.3 0.1
C 2.005193 -0.604102 -3.394794 -0.1 -0.2 0.0
C 3.325064 -0.449569 -3.794249 0.1 -0.1 0.1
C 3.592106 -0.089812 -5.103860 0.0 -0.1 0.2
C 2.543460 0.109695 -5.991236 -0.1 -0.1 0.0
C 1.228749 -0.051643 -5.579009 0.1 0.0 0.0
C 0.951945 -0.414130 -4.269445 -0.1 -0.1 0.2
C 1.630862 2.255305 -2.319865 -0.1 0.1 0.5
C 0.346446 2.469919 -2.791065 -0.3 -0.1 0.3
C 0.185800 3.032281 -4.046858 0.1 0.0 0.0
C 1.302118 3.373199 -4.796582 -0.1 0.0 0.1
C 2.580269 3.156777 -4.305150 0.0 0.0 0.2
C 2.755709 2.596535 -3.050157 0.1 0.0 0.0
C 3.020845 2.534910 0.173876 -0.2 -0.3 -0.4
C 4.138437 1.949783 0.742072 0.1 -0.2 -0.1
C 5.077548 2.762783 1.357307 -0.1 -0.1 0.0
C 4.880403 4.134919 1.419939 0.0 -0.1 0.0
C 3.749902 4.704482 0.855680 -0.1 -0.1 0.0
C 2.812883 3.905066 0.221543 -0.2 0.0 -0.2
H 0.545568 -2.204361 2.326893 0.1 0.0 0.1
H 1.697217 -4.236555 3.230750 0.0 0.0 0.1
H 1.850944 -6.259324 1.823391 0.0 -0.1 0.1
H 0.893010 -6.267275 -0.441398 0.0 -0.1 -0.1
H -0.216020 -4.241937 -1.328484 0.0 -0.1 -0.1
H -1.954597 -0.912707 -2.641928 0.0 0.1 -0.1
H -4.061355 -1.711046 -3.689903 0.0 0.0 -0.1
H -5.386071 -3.466872 -2.586401 -0.1 -0.1 0.0
H -4.621775 -4.443633 -0.449952 0.0 -0.1 0.0
H -2.533907 -3.641805 0.592439 0.0 0.0 0.1
H 1.806269 -3.343407 -3.232617 -0.1 0.0 -0.2
H 2.963319 -5.513824 -2.981810 0.0 0.0 -0.1
H 4.451565 -5.895073 -1.049463 0.1 -0.1 0.0
H 4.795224 -4.110403 0.619141 0.1 0.0 0.1
H 3.639165 -1.928931 0.349069 0.1 0.0 0.2
H 4.115743 -0.602174 -3.075270 0.2 0.0 0.0
H 4.612519 0.042405 -5.430274 0.1 0.0 0.0
H 2.756119 0.395762 -7.009822 0.0 0.0 -0.1
H 0.423216 0.109507 -6.278849 -0.1 0.0 0.0
H -0.055770 -0.547780 -3.912423 -0.2 0.0 -0.1
H -0.496006 2.204928 -2.156960 0.0 0.1 -0.2
H -0.801207 3.222770 -4.436139 -0.1 0.0 0.0
H 1.179495 3.835949 -5.762666 0.0 0.0 -0.1
H 3.435306 3.442409 -4.895681 0.1 0.0 0.0
H 3.740071 2.432632 -2.638785 0.2 0.0 0.0
H 4.267572 0.880031 0.679551 0.2 -0.1 0.0
H 5.962756 2.319692 1.783965 0.1 0.0 0.1
H 5.616847 4.758740 1.903511 0.0 0.1 0.0
H 3.585176 5.767410 0.917947 0.0 0.1 0.0
H 1.927735 4.333314 -0.220832 -0.1 0.2 0.0
N 1.204785 2.316913 4.313399 -0.3 -0.2 0.1
C 0.994508 1.525930 3.279515 1.3 -0.3 0.5
N 1.994637 0.763744 2.803383 -0.3 0.0 -0.1
O -0.160703 1.431384 2.751969 -0.5 -0.3 0.1
H 2.116806 2.457979 4.716141 0.0 0.0 -0.1
H 0.413562 2.849038 4.683947 0.2 -0.1 0.0
H 2.926515 0.827792 3.178654 -0.1 0.0 0.0
H 1.826047 0.210026 1.974014 0.0 0.1 0.2
N -2.299332 0.906224 -0.543666 -1.5 -0.4 -0.5
C -3.378238 0.481980 -0.312810 0.7 0.6 -0.7
C -4.512390 -0.158036 0.026711 -0.1 0.0 0.1
C -4.323810 -1.054677 1.086468 -0.1 -0.5 0.5
N -4.125667 -1.757961 1.975848 0.1 -0.2 0.1
C -5.763057 -0.013369 -0.594512 0.0 0.2 -0.1
N -6.783615 0.062228 -1.108166 -0.6 0.0 -0.3
C -4.449433 2.233139 5.174530 0.1 0.1 0.0
C -4.579205 1.104336 4.133332 -0.9 -0.2 0.8
C -4.447109 -0.279236 4.797875 0.1 -0.1 -0.1
C -5.930048 1.222023 3.402803 0.1 0.0 -0.2
C -3.520331 1.226933 3.184668 1.3 0.2 -1.2
N -2.657338 1.338793 2.422620 -1.0 -0.8 0.5
H -5.253093 2.119246 5.897767 -0.1 -0.1 0.0
H -4.540107 3.210217 4.707305 0.0 0.1 -0.1
H -3.494936 2.193851 5.692702 0.0 0.0 0.0
H -5.277549 -0.414287 5.487060 0.0 0.1 0.1
H -3.510769 -0.359273 5.345907 0.0 0.0 0.1
H -4.477424 -1.068718 4.048272 0.0 0.1 0.2
H -6.723111 1.233920 4.147707 0.0 0.0 0.1
H -6.092612 0.375026 2.739430 0.0 0.0 0.0
H -5.989620 2.142443 2.826273 0.0 0.1 0.0
F -1.298030 5.272071 1.693153 -0.1 -1.2 0.7
Te -1.243821 3.622389 2.687116 1.0 7.8 -2.1
F -1.745062 3.006990 0.729318 -0.3 0.4 0.5
F 0.241764 4.732497 3.451745 -1.3 -0.9 0.1
F 0.399921 3.409979 1.517356 -1.1 -0.2 0.9
F -3.172720 3.971577 2.441029 1.4 -0.5 0.6
O -1.541994 3.119134 4.340580 -0.1 -0.8 1.0
```
Forces are in eV/Å.

The HOMO-LUMO gap is 0.2285 Eh. The HOMO energy comes out at -12.9378 eV. As for the total energy: -143877.0631 eV. Its net charge is +2.

The following is a DFT calculation (ωB97M-V/def2-TZVPD) of 6 unconnected molecules or ions with the total composition C46H43IN9O12PS in a non-equilibrium geometry.

```
113
Properties=species:S:1:pos:R:3:forces:R:3
O 10.304813 -3.444000 -3.640735 -1.6 1.4 -1.0
P 9.146284 -2.231432 -3.965707 2.1 1.1 0.9
I 9.680076 -1.337532 -6.233321 -0.3 -0.7 0.6
N 7.526000 -2.993276 -4.220759 -3.5 -2.8 -1.1
C 6.397226 -2.190511 -3.771772 -2.5 -2.2 -1.0
C 4.943277 -2.674094 -3.957669 3.0 -2.4 -1.4
C 4.692502 -4.074715 -4.642761 2.4 1.7 0.9
C 3.161079 -4.480423 -4.807430 -2.3 -0.9 -0.7
C 2.463105 -4.157406 -6.165794 -2.6 -1.7 2.8
C 0.963079 -4.499679 -6.331528 3.4 -0.1 2.5
N 0.219839 -5.111957 -5.231228 3.3 0.3 -0.6
C -1.258697 -5.346871 -5.513091 -0.9 0.6 1.1
C -1.850444 -3.905348 -5.953893 -0.2 -0.4 0.8
C -3.399175 -3.691532 -5.587720 0.3 0.8 -0.1
C -3.815160 -2.241383 -6.224974 0.9 -1.9 -1.0
S -3.792392 -0.860076 -4.992406 1.3 0.1 -0.4
C -2.077559 -0.548855 -4.406053 0.2 0.2 3.7
N -1.971764 -0.293680 -2.988171 0.9 -0.9 -5.2
N -0.644198 -0.036723 -2.721570 1.5 -1.3 -6.6
C 0.038299 -0.160505 -3.993004 -2.3 0.4 4.0
O -0.837487 -0.474448 -5.089620 -0.5 0.6 4.2
C 0.844536 -5.462285 -3.976244 2.5 1.1 -0.9
C 2.346255 -5.181658 -3.666223 -1.5 1.4 -4.0
C 5.913054 -4.911736 -5.098143 0.5 3.5 1.6
C 7.340649 -4.298742 -4.852989 -3.3 0.6 0.3
H 11.161177 -2.951175 -3.520313 -0.9 -0.6 -0.1
H 6.536301 -1.167846 -3.263163 0.4 -1.6 -0.9
H 4.040863 -2.036753 -3.635450 1.8 -1.0 -0.5
H 2.985176 -3.653810 -7.042329 -0.7 -0.8 1.5
H 0.470030 -4.254506 -7.337209 0.5 -0.6 2.0
H -1.438563 -6.163406 -6.288346 0.6 1.1 1.0
H -1.695131 -5.690048 -4.498652 0.6 0.6 -1.8
H -1.660795 -3.752243 -7.078602 -0.4 -0.1 1.7
H -1.265315 -3.124831 -5.331029 -0.9 -1.1 -1.2
H -3.511101 -3.594859 -4.455805 0.2 -0.4 -1.5
H -4.081823 -4.533448 -5.958854 1.1 1.2 0.4
H -4.863969 -2.342457 -6.684236 1.5 0.7 1.0
H -3.080493 -2.086813 -7.106414 -1.4 0.2 1.4
H 1.162691 0.000786 -3.990909 -1.8 -0.3 -0.9
H 0.207113 -5.969573 -3.164768 0.9 0.9 -1.7
H 2.845360 -5.444043 -2.660685 -1.1 0.4 -1.9
H 5.769184 -5.928151 -5.614377 0.5 1.8 1.0
H 8.293615 -4.856759 -5.174802 -1.6 1.1 0.6
C -1.083548 2.421358 -0.974940 0.0 0.1 0.0
C -1.157801 3.804615 -1.124653 0.0 -0.1 0.3
C -1.466085 4.607762 -0.031420 0.1 0.1 -0.1
C -1.693470 4.013747 1.209701 0.2 -0.6 -0.8
C -1.627883 2.629613 1.362787 -0.4 0.1 -0.1
C -1.322188 1.835499 0.263440 0.0 0.3 -0.2
N -1.992858 4.854715 2.370675 -0.2 0.4 0.5
O -2.062265 6.063711 2.197940 0.1 -0.7 0.0
O -2.150826 4.298280 3.447209 0.1 0.2 -0.5
H -0.836717 1.794966 -1.827403 -0.1 0.3 0.4
H -0.972061 4.256390 -2.094000 -0.1 0.0 0.1
H -1.520900 5.683324 -0.160313 0.0 -0.1 0.2
H -1.808247 2.160378 2.319136 -0.2 0.3 -0.3
H -1.265595 0.757312 0.372831 0.0 0.1 0.0
C -2.746779 2.220853 6.607350 0.0 -0.1 0.0
C -3.332442 1.598369 5.508065 0.3 0.1 0.2
C -3.185056 0.226947 5.324165 0.1 -0.1 0.0
C -2.451769 -0.512485 6.251685 -0.1 0.9 0.1
C -1.857178 0.106255 7.350093 0.1 -0.1 0.1
C -2.007314 1.478334 7.524413 -0.1 -0.1 -0.2
N -2.314690 -1.960371 6.075672 0.1 -0.6 -0.1
O -2.833645 -2.466920 5.089761 0.3 0.2 0.5
O -1.692266 -2.581983 6.925690 -0.3 0.3 -0.5
H -2.868293 3.290689 6.750575 0.0 -0.1 0.0
H -3.906330 2.182938 4.796083 0.3 -0.2 0.2
H -3.645486 -0.245655 4.464387 0.2 -0.1 0.2
H -1.281337 -0.461198 8.073235 -0.1 -0.1 -0.2
H -1.550926 1.969590 8.377749 0.0 -0.1 -0.1
C 2.692889 1.866876 -0.864691 -0.1 0.1 0.0
C 3.463756 0.707376 -0.898463 0.1 0.1 -0.2
C 4.700781 0.710897 -1.535778 -0.1 0.0 0.0
C 5.159786 1.885297 -2.133872 -0.6 0.0 0.3
C 4.389072 3.046801 -2.109590 0.0 0.1 0.0
C 3.151682 3.032679 -1.472150 0.2 -0.3 0.0
N 6.473667 1.902631 -2.784937 0.2 0.7 -0.3
O 7.120066 0.855691 -2.805661 -0.2 0.0 -0.1
O 6.855073 2.953564 -3.266070 -0.2 -0.9 0.3
H 1.730057 1.861936 -0.361026 0.1 0.0 0.0
H 3.100651 -0.198797 -0.424088 0.1 0.1 0.0
H 5.290903 -0.199066 -1.553761 0.1 0.2 0.1
H 4.735713 3.962841 -2.575819 0.1 -0.2 0.0
H 2.545713 3.932178 -1.445068 0.1 -0.1 0.0
C -9.927293 1.481193 6.060814 0.0 0.0 0.0
C -9.429893 0.220482 5.743143 0.1 0.2 -0.1
C -8.219556 0.098707 5.069130 0.0 -0.1 0.0
C -7.512224 1.248681 4.721448 -0.7 0.1 0.4
C -8.008617 2.514066 5.030025 0.0 0.1 0.0
C -9.221281 2.625938 5.701766 0.1 -0.3 0.0
N -6.225638 1.125091 4.034363 0.2 -0.1 -0.3
O -5.829849 -0.000150 3.762768 -0.2 0.6 0.1
O -5.616317 2.154878 3.773806 -0.6 -0.5 -0.2
H -10.869965 1.572092 6.592100 0.1 0.0 -0.1
H -9.985300 -0.668152 6.024292 0.1 0.1 -0.1
H -7.842998 -0.889245 4.827639 0.1 0.2 0.0
H -7.466789 3.413673 4.758751 0.1 -0.2 0.0
H -9.615377 3.605895 5.949482 0.1 -0.1 -0.1
C 3.463344 3.937958 6.035500 0.0 0.0 0.0
C 2.116402 3.734249 6.321088 0.1 -0.1 -0.2
C 1.290623 3.121335 5.384723 -0.2 0.0 0.0
C 1.827001 2.711703 4.164918 0.5 0.4 0.5
C 3.173329 2.919642 3.869825 0.1 0.0 -0.1
C 3.990657 3.535882 4.811305 -0.3 0.0 0.1
N 0.966210 2.043778 3.187463 -0.4 -0.1 0.0
O -0.212288 1.897255 3.476288 1.3 -0.3 0.2
O 1.475444 1.666353 2.137555 -0.2 0.1 0.3
H 4.106129 4.411821 6.771319 -0.1 -0.1 -0.1
H 1.710730 4.051070 7.276187 0.0 -0.1 -0.1
H 0.242322 2.968324 5.619590 0.1 -0.1 -0.2
H 3.597087 2.608313 2.921273 -0.2 0.0 0.1
H 5.040732 3.700030 4.593243 -0.1 0.0 0.0
```
Forces are in eV/Å.

The HOMO-LUMO gap is 0.1595 Eh. The HOMO energy comes out at -11.7736 eV. As for the total energy: -114566.7872 eV. Its net charge is +2.